Record 1
DFT (ωB97M-V with the def2-TZVPD basis set) results for a cluster of 3 separate species, C28H56N4O4S2Si in total.

Its expectation value of S² is 2.01. The charge is 0. The HOMO energy (spin up / spin down) is -8.8419 / -8.8610 eV. Its LUMO energy (spin up / spin down) is 0.26 / -0.05 eV. The spin multiplicity is 3.

Last column: Löwdin spin population.
Element x y z (Å)
S1 4.48 -3.88 -4.80  0.000
S2 -2.86 -3.15 -2.38  0.000
Si1 3.17 -2.23 -5.18  0.000
O1 4.39 -1.63 -2.48  0.000
O2 4.54 -3.42 3.50  0.573
O3 -3.49 3.87 -1.11  0.559
O4 -2.37 -0.64 -1.61  0.000
N1 -4.14 0.55 -2.23  0.000
N2 -4.46 4.68 -1.50  0.348
N3 -4.42 -0.74 -2.61  0.000
N4 3.87 -3.33 4.64  0.338
C1 2.30 -4.62 6.06  0.001
C2 -2.58 5.94 -2.59  -0.001
C3 -2.94 0.63 -1.65  0.001
C4 -4.72 6.80 0.53  0.001
C5 3.06 -1.63 6.27  0.002
C6 2.81 -4.37 4.63  0.025
C7 4.52 -1.30 -1.09  0.000
C8 4.55 -0.90 4.48  -0.001
C9 1.09 -2.60 3.97  0.001
C10 -3.55 6.78 -0.45  0.014
C11 -4.82 6.87 -2.62  0.001
C12 -0.54 -4.04 -3.80  0.000
C13 -3.87 6.02 -1.75  0.026
C14 1.03 -3.86 -4.01  0.000
C15 4.79 -2.65 -0.30  0.000
C16 -6.88 5.13 -1.11  0.002
C17 2.22 -1.57 3.89  0.013
C18 1.62 -4.00 3.72  0.014
C19 3.35 -5.75 4.19  -0.001
C20 -5.56 4.60 -0.49  0.025
C21 -3.33 -1.40 -2.22  0.000
C22 1.42 -2.40 -4.45  0.000
C23 -5.23 5.38 0.79  0.014
C24 4.62 -0.49 -3.30  0.000
C25 3.86 -0.52 -4.68  0.000
C26 -1.03 -3.04 -2.69  0.000
C27 3.42 -1.91 4.79  0.025
C28 -5.88 3.15 -0.09  -0.001
H1 1.52 -4.14 -3.04  0.000
H2 -6.90 4.98 -2.19  0.001
H3 -6.75 3.12 0.57  0.000
H4 -6.12 5.44 1.43  0.001
H5 4.18 -4.46 -3.60  0.000
H6 3.13 -4.79 6.75  0.001
H7 1.93 -4.08 2.67  0.003
H8 3.79 -3.15 -0.20  0.000
H9 -5.52 7.44 0.16  0.000
H10 3.64 -5.77 3.14  -0.001
H11 5.28 -2.48 0.69  0.000
H12 5.70 -0.25 -3.47  0.000
H13 0.81 -4.72 3.85  0.001
H14 -1.04 -3.83 -4.79  0.000
H15 2.55 -1.49 2.85  0.003
H16 -2.43 1.54 -1.26  0.000
H17 5.34 -0.56 -0.89  0.000
H18 -4.39 7.24 1.48  0.001
H19 4.22 0.12 4.69  0.000
H20 1.82 -0.59 4.16  0.001
H21 0.33 -2.36 3.21  0.001
H22 -0.51 -3.20 -1.71  0.000
H23 -2.24 6.94 -2.87  0.000
H24 -2.75 5.38 -3.52  0.000
H25 4.22 -6.04 4.79  0.000
H26 -4.47 4.84 1.37  0.003
H27 -3.25 7.80 -0.68  0.001
H28 5.43 -1.10 5.09  0.000
H29 -0.86 -2.01 -3.09  0.000
H30 4.84 -0.91 3.43  -0.001
H31 2.99 -2.18 -6.66  0.000
H32 1.23 -1.69 -3.60  0.000
H33 -1.76 5.47 -2.06  -0.001
H34 1.33 -4.60 -4.79  0.000
H35 -5.71 7.21 -2.09  0.000
H36 -5.14 6.32 -3.51  0.001
H37 -5.07 2.67 0.45  -0.001
H38 -4.32 7.78 -2.96  0.000
H39 3.64 -2.28 6.95  0.001
H40 -6.12 2.54 -0.97  0.000
H41 2.99 0.20 -4.60  0.000
H42 3.30 -0.61 6.56  0.000
H43 3.54 -0.83 -0.79  0.000
H44 0.69 -2.11 -5.26  0.000
H45 5.49 -3.27 -0.93  0.000
H46 4.50 -0.12 -5.51  0.000
H47 1.66 -5.51 6.10  0.000
H48 -7.05 6.19 -0.90  0.000
H49 4.21 0.40 -2.73  0.000
H50 1.69 -3.81 6.46  0.000
H51 0.59 -2.54 4.93  0.000
H52 2.00 -1.77 6.49  0.000
H53 2.59 -6.52 4.32  0.000
H54 -2.69 6.32 0.05  0.003
H55 -0.76 -5.10 -3.50  0.000
H56 -7.75 4.60 -0.71  0.000



Record 2
DFT (ωB97M-V with the def2-TZVPD basis set) results for a cluster of 4 separate species, C28H57FO5P in total.

The charge is -1. The HOMO energy is -4.1990 eV. Its LUMO energy is 2.25 eV. The spin multiplicity is 1.

Last column: Löwdin charge in e.
Element x y z (Å)
P1 1.54 3.22 -2.31  0.549
F1 2.85 -0.59 -0.47  -0.056
O1 2.53 -5.60 -0.19  -0.163
O2 1.44 1.52 -1.78  -0.293
O3 -1.49 -7.17 3.22  -0.161
O4 0.11 7.53 3.16  -0.157
O5 1.77 2.62 -3.97  -0.340
C1 2.73 -5.77 1.20  -0.281
C2 -0.83 5.13 -0.43  -0.055
C3 -2.19 5.27 -0.23  -0.074
C4 1.26 3.76 -0.46  -0.284
C5 -0.43 8.05 4.35  -0.295
C6 -3.95 -7.11 3.30  -0.083
C7 3.66 -5.76 -1.02  -0.285
C8 0.52 8.03 5.54  -0.086
C9 -1.74 -0.27 -5.80  -0.257
C10 1.33 1.29 -4.11  -0.388
C11 0.53 6.17 3.20  -0.267
C12 -0.58 5.19 3.55  -0.071
C13 -2.63 -6.79 3.97  -0.288
C14 1.54 -0.80 -2.53  -0.129
C15 -4.43 4.37 0.45  -0.073
C16 -2.31 2.99 0.47  -0.064
C17 -2.95 4.21 0.22  -0.310
C18 -3.08 -0.97 -5.52  -0.124
C19 -1.36 -6.57 1.94  -0.280
C20 4.29 -7.14 -0.95  -0.081
C21 2.45 -1.45 -1.49  -0.207
C22 -0.17 1.26 -4.42  -0.141
C23 -0.96 2.85 0.27  -0.053
C24 1.83 0.66 -2.81  -0.408
C25 -1.27 -5.06 1.96  -0.077
C26 -0.82 -0.13 -4.56  -0.203
C27 -0.19 3.91 -0.18  -0.326
C28 3.74 -4.81 1.81  -0.071
H1 5.12 -7.20 -1.66  0.075
H2 2.93 0.74 -2.91  0.145
H3 1.94 -2.29 -1.02  0.104
H4 -4.96 3.47 0.12  0.069
H5 0.90 5.95 2.20  0.112
H6 -3.39 -1.60 -6.35  0.057
H7 2.96 3.18 -2.10  0.013
H8 -4.02 -8.18 3.07  0.079
H9 3.44 -3.78 1.62  0.083
H10 -2.90 2.15 0.82  0.102
H11 1.38 6.06 3.89  0.106
H12 0.05 8.50 6.40  0.071
H13 1.67 2.94 0.14  0.067
H14 4.68 -7.37 0.04  0.064
H15 -0.48 1.89 0.44  0.112
H16 -0.71 1.85 -3.67  0.091
H17 -0.43 -4.74 2.59  0.076
H18 0.80 7.01 5.82  0.064
H19 -0.20 4.17 3.51  0.081
H20 1.85 0.86 -4.98  0.142
H21 0.13 3.30 -2.57  0.015
H22 -2.66 6.22 -0.43  0.103
H23 1.65 4.61 -2.76  -0.017
H24 3.35 -1.83 -1.98  0.108
H25 1.44 8.57 5.30  0.078
H26 -4.77 -6.85 3.96  0.075
H27 0.49 -0.93 -2.25  0.111
H28 3.01 -6.81 1.42  0.108
H29 -1.12 -4.67 0.95  0.083
H30 -4.83 5.20 -0.14  0.066
H31 -4.08 -6.56 2.36  0.066
H32 -1.21 -0.86 -6.55  0.095
H33 -4.68 4.53 1.50  0.069
H34 -0.07 -0.91 -4.62  0.087
H35 4.74 -4.94 1.40  0.066
H36 3.56 -7.91 -1.21  0.079
H37 -3.89 -0.26 -5.35  0.064
H38 1.76 -5.61 1.65  0.099
H39 -1.43 -0.32 -3.68  0.101
H40 1.80 4.69 -0.27  0.065
H41 -0.23 5.96 -0.80  0.110
H42 -2.54 -7.35 4.90  0.116
H43 4.41 -4.99 -0.80  0.108
H44 -1.39 5.28 2.83  0.075
H45 -1.37 7.53 4.61  0.105
H46 -0.44 -6.98 1.52  0.111
H47 -1.91 0.71 -6.25  0.093
H48 -3.00 -1.62 -4.64  0.062
H49 -2.58 -5.73 4.22  0.107
H50 -0.29 1.80 -5.36  0.106
H51 3.80 -4.97 2.89  0.076
H52 1.70 -1.34 -3.46  0.110
H53 -0.98 5.36 4.55  0.062
H54 -2.18 -4.60 2.36  0.066
H55 -0.70 9.08 4.11  0.115
H56 3.30 -5.57 -2.03  0.119
H57 -2.17 -6.90 1.28  0.107



Record 3
DFT (ωB97M-V with the def2-TZVPD basis set) results for a cluster of 5 separate species, C28H58BO12S4 in total.

The charge is -1. The HOMO energy is -4.2558 eV. Its LUMO energy is 1.36 eV. The spin multiplicity is 1.

Last column: Löwdin charge in e.
Element x y z (Å)
S1 -0.82 -3.62 6.73  0.675
S2 -1.50 1.28 3.51  0.673
S3 2.33 -0.96 -7.65  0.688
S4 -5.78 -0.69 4.33  0.668
O1 1.45 6.26 -3.66  -0.085
O2 -1.71 2.71 3.62  -0.327
O3 0.47 4.02 -3.32  -0.149
O4 1.29 0.13 -2.17  -0.143
O5 -1.83 0.54 2.31  -0.347
O6 -5.49 0.48 5.13  -0.321
O7 -0.13 -4.06 5.53  -0.315
O8 3.28 -1.86 -8.25  -0.330
O9 -0.60 -2.32 7.32  -0.331
O10 -4.82 -1.77 4.16  -0.325
O11 2.69 -0.06 -6.57  -0.351
O12 4.37 2.40 -2.16  -0.252
C1 -1.98 -5.00 8.62  -0.230
C2 -0.28 -1.03 -7.58  -0.223
C3 -1.11 -0.13 5.72  -0.236
C4 0.19 0.92 3.96  -0.234
C5 0.14 0.71 5.46  -0.214
C6 6.26 3.79 -1.12  -0.106
C7 1.56 3.34 -4.09  -0.191
C8 4.63 1.56 -5.25  -0.102
C9 0.89 -1.89 -7.14  -0.226
C10 -8.32 -1.14 3.72  -0.224
C11 -6.33 -0.17 2.72  -0.222
C12 -7.33 -1.40 4.86  -0.231
C13 3.05 1.88 -1.82  -0.118
C14 -2.58 -3.86 6.52  -0.221
C15 0.39 0.93 -1.37  -0.276
C16 0.61 0.81 0.28  -0.106
C17 -0.60 -4.86 7.99  -0.237
C18 1.52 -0.02 -8.93  -0.226
C19 3.21 -0.22 -3.64  -0.111
C20 5.86 -0.12 -3.44  -0.118
C21 4.65 3.72 -1.56  -0.247
C22 0.92 5.34 -2.84  -0.160
C23 4.55 0.15 -4.44  -0.368
C24 -7.52 -1.06 2.42  -0.225
C25 -2.25 0.48 4.92  -0.226
C26 -2.97 -5.01 7.45  -0.222
C27 1.46 1.71 -4.10  -0.071
C28 0.07 -0.52 -8.98  -0.228
B1 2.31 0.93 -2.92  -0.843
H1 -4.00 -4.90 7.79  0.115
H2 -8.12 -0.67 1.60  0.119
H3 1.56 1.04 -8.66  0.110
H4 -2.79 -4.11 5.47  0.111
H5 0.30 2.06 -1.61  0.104
H6 1.06 1.87 0.60  0.074
H7 1.29 -0.09 0.59  0.084
H8 1.04 0.22 5.83  0.118
H9 -2.89 -5.96 6.92  0.119
H10 0.16 -4.54 8.71  0.109
H11 4.13 2.49 -4.74  0.066
H12 0.30 1.44 -4.11  0.125
H13 -0.71 0.48 -1.53  0.116
H14 -7.17 -2.07 2.14  0.122
H15 4.44 4.52 -2.42  0.123
H16 5.62 0.06 -2.31  0.071
H17 -9.09 -1.92 3.68  0.115
H18 1.85 1.35 -5.17  0.088
H19 4.69 -0.69 -5.28  0.118
H20 -2.19 -4.15 9.27  0.121
H21 6.80 4.72 -1.57  0.064
H22 -2.95 -0.28 4.57  0.064
H23 0.49 0.00 3.44  0.112
H24 6.29 3.76 0.07  0.071
H25 1.38 3.69 -5.22  0.125
H26 -6.64 0.88 2.80  0.115
H27 2.41 2.82 -1.47  0.109
H28 -5.52 -0.27 1.99  0.119
H29 6.17 -1.27 -3.55  0.072
H30 0.84 1.75 3.66  0.110
H31 4.14 1.47 -6.33  0.068
H32 -8.83 -0.18 3.89  0.119
H33 -3.08 -2.93 6.79  0.109
H34 6.76 0.52 -3.85  0.060
H35 -7.65 -0.92 5.79  0.105
H36 -2.79 1.24 5.49  0.105
H37 4.05 3.96 -0.58  0.115
H38 -1.22 -1.60 -7.58  0.114
H39 2.03 -0.18 -9.88  0.101
H40 0.91 -2.84 -7.68  0.106
H41 -1.36 -0.17 6.79  0.106
H42 0.92 -2.06 -6.07  0.111
H43 0.05 1.68 5.97  0.119
H44 3.48 -1.02 -2.80  0.120
H45 -0.29 -5.79 7.51  0.110
H46 6.75 2.82 -1.55  0.074
H47 3.18 1.23 -0.83  0.134
H48 -0.01 -1.34 -9.70  0.114
H49 -2.06 -5.92 9.22  0.115
H50 2.48 -0.81 -4.39  0.097
H51 -0.44 0.70 0.78  0.036
H52 -0.93 -1.16 5.39  0.092
H53 -0.40 -0.18 -6.90  0.123
H54 2.63 3.77 -3.82  0.113
H55 -7.18 -2.47 5.02  0.105
H56 5.78 1.77 -5.46  0.076
H57 -0.61 0.27 -9.31  0.113
H58 0.72 5.58 -1.69  0.161



Which of these has the highest charge? C28H56N4O4S2Si